This record from the OMol25 dataset describes a 9-piece molecular cluster, C36H47N7O6 overall in a non-equilibrium geometry. The level of theory is ωB97M-V/def2-TZVPD.

Computed properties:
Spin multiplicity = 2
HOMO-LUMO gap (spin up / spin down) = 7.292 / 3.165 eV
Max |F| = 0.0838 Eh/bohr
Net charge = +1
Expectation value of S² = 0.762

```
96
C36H47N7O6 | the OMol25 dataset | ωB97M-V/def2-TZVPD
C 15.69820 23.17472 -16.52394
C 16.32814 22.78538 -17.85028
C 16.21087 23.79609 -18.98447
O 17.56238 23.84535 -19.50800
C 18.41043 23.25894 -18.68090
O 19.62082 23.23442 -18.89876
O 17.72441 22.70768 -17.64526
H 16.21139 24.03353 -16.09130
H 15.71459 22.32906 -15.83641
H 14.71053 23.59278 -16.71841
H 16.03080 21.80102 -18.21183
H 15.99629 24.76623 -18.53628
H 15.51117 23.42949 -19.73555
C 16.84576 25.50194 -22.98206
C 18.29661 25.53540 -23.41798
C 19.23813 25.35982 -22.25642
O 20.28520 24.60381 -22.90138
C 19.82804 23.96603 -23.96916
O 20.45728 23.16247 -24.64177
O 18.58449 24.46181 -24.26430
H 16.57572 24.56912 -22.48705
H 16.20300 25.44325 -23.86042
H 16.66596 26.34922 -22.32034
H 18.43715 26.49864 -23.90841
H 18.82507 24.88533 -21.36627
H 19.53867 26.35081 -21.91627
N 11.73767 25.35836 -25.80994
C 12.30086 24.84335 -26.93470
C 13.44445 24.11378 -26.53071
C 13.54951 24.32807 -25.20954
C 12.51080 25.09672 -24.73707
H 10.95794 26.00022 -25.82082
H 11.80997 25.02601 -27.87920
H 14.04104 23.53430 -27.21969
H 14.22025 23.82984 -24.52524
H 12.21057 25.41167 -23.74860
N 22.06606 23.02305 -20.84396
C 22.60719 22.27692 -19.82731
C 23.93536 22.35235 -20.11984
C 24.22788 22.85729 -21.40346
C 22.99797 23.37964 -21.79026
H 21.09627 23.30389 -20.87126
H 22.00691 21.97225 -18.98275
H 24.70864 22.02962 -19.43846
H 25.18555 22.96552 -21.89086
H 22.66205 23.86297 -22.69576
N 23.06637 25.11449 -26.32774
C 23.45218 24.38572 -25.23963
C 24.37008 25.14549 -24.52847
C 24.61049 26.34791 -25.24367
C 23.70489 26.32613 -26.36195
H 22.28999 24.83698 -26.91110
H 23.00072 23.42827 -25.02548
H 24.83777 24.94977 -23.57487
H 25.29793 27.11895 -24.92852
H 23.50334 27.09103 -27.09727
N 13.08183 28.06818 -19.52993
C 13.33921 28.05122 -20.85729
C 13.58109 26.72937 -21.31906
C 13.33620 25.97246 -20.19111
C 12.98641 26.78208 -19.15411
H 12.72500 28.86054 -19.01521
H 13.28388 29.03293 -21.30404
H 13.83281 26.39733 -22.31544
H 13.28970 24.90709 -20.02011
H 12.79978 26.43670 -18.14798
N 21.22008 28.57151 -23.24617
C 21.83563 27.36814 -23.08161
C 22.22962 27.27831 -21.76435
C 21.79840 28.41321 -21.12789
C 21.12133 29.22173 -22.05972
H 21.00085 28.88861 -24.17970
H 21.93297 26.73468 -23.95089
H 22.76039 26.50437 -21.22982
H 21.80558 28.52784 -20.05401
H 20.73668 30.22780 -21.98052
N 16.66560 27.94983 -19.87024
C 17.95786 28.13996 -20.27235
C 18.74571 27.87019 -19.19763
C 17.96086 27.78978 -18.10209
C 16.66934 27.78875 -18.52709
H 15.82987 27.97914 -20.43665
H 18.14457 28.33037 -21.31891
H 19.81924 27.85584 -19.08036
H 18.18742 27.59362 -17.06450
H 15.71884 27.77221 -18.01457
N 20.48156 26.79822 -28.29904
C 21.11819 26.07396 -29.26515
C 21.04657 24.77927 -28.81461
C 20.32853 24.67521 -27.64897
C 19.90272 25.92972 -27.41861
H 20.35327 27.79821 -28.35961
H 21.69494 26.54063 -30.05000
H 21.44046 23.91217 -29.32390
H 20.09678 23.76722 -27.11208
H 19.38229 26.32077 -26.55686
```



This record from the OMol25 dataset describes C36H48BrCoFN6O8SSi as an isolated structure. The level of theory is ωB97M-V/def2-TZVPD.

Computed properties:
Spin multiplicity = 2
HOMO-LUMO gap (spin up / spin down) = 6.321 / 6.348 eV
Max |F| = 0.0032 Eh/bohr
Net charge = -2
Energy above the lowest of the compared OMol25 structures with the same formula, charge and spin = 14.33 kJ/mol
Expectation value of S² = 0.759

```
103
C36H48BrCoFN6O8SSi | the OMol25 dataset | ωB97M-V/def2-TZVPD
Co -1.73504 -1.05044 -0.34548
N -5.68959 -0.41796 -0.13894
C -4.36281 -0.43696 -0.45272
O -3.52937 -0.63477 0.43577
C -3.94093 -0.17217 -1.86481
C -2.42927 0.06075 -1.90053
H -5.89916 -0.94410 0.69645
H -6.29891 -0.62600 -0.91361
H -4.58112 0.62279 -2.27747
H -4.19123 -1.09361 -2.39998
H -2.21739 1.13030 -1.75545
H -2.05317 -0.18587 -2.89967
O 6.00631 -2.14186 -7.21866
S 5.36984 -0.99166 -6.60131
O 4.02121 -0.72443 -7.05495
O 6.21927 0.18425 -6.48483
C 5.19136 -1.49825 -4.85453
N 6.31654 -1.89170 -4.25095
C 6.21058 -2.23757 -2.97878
C 5.01653 -2.18353 -2.28018
C 3.90837 -1.75031 -2.99385
N 3.99349 -1.42489 -4.28305
C 2.57331 -1.62337 -2.35008
C 2.44673 -1.27118 -1.01227
C 1.18905 -1.13396 -0.45859
N 0.06320 -1.33339 -1.14860
C 0.18292 -1.70281 -2.43111
C 1.40380 -1.84319 -3.06751
H 7.12153 -2.57560 -2.49193
H 4.94817 -2.48604 -1.24489
H 3.31802 -1.07333 -0.40157
H 1.06104 -0.86375 0.57847
H -0.75040 -1.88228 -2.94592
H 1.45400 -2.11263 -4.11337
C -0.21415 -2.73079 3.96148
C -0.95813 -1.56264 3.85150
C -1.41399 -1.13559 2.60662
C -1.14283 -1.82083 1.41045
C -0.38624 -2.99323 1.57346
C 0.06431 -3.45293 2.80663
H 0.14124 -3.07306 4.92733
H -1.18938 -0.98373 4.74189
H -2.01645 -0.23088 2.56570
H -0.10435 -3.56686 0.69338
H 0.64348 -4.36959 2.86670
F 1.30213 -5.65453 -1.82812
C 0.05193 -6.01562 -2.15732
C -1.00752 -5.41914 -1.59777
N -2.30145 -5.77156 -1.90088
C -3.41727 -5.16056 -1.16831
C -3.46993 -3.61516 -1.16714
O -4.60241 -3.15281 -0.96164
O -2.38176 -3.00624 -1.32389
C -2.57168 -6.75866 -2.81841
O -3.68773 -7.14010 -3.12197
N -1.44729 -7.32653 -3.39430
C -0.10251 -7.07475 -3.13227
O 0.77558 -7.70687 -3.68221
H -0.91231 -4.60358 -0.89608
H -3.35984 -5.47481 -0.12260
H -4.33271 -5.55177 -1.59438
H -1.63837 -8.05301 -4.06736
C 0.05451 5.46945 -0.28250
C -0.40584 5.42073 1.18168
C -1.87046 5.88535 1.18399
C 0.43286 6.43376 1.97702
Si -0.20988 3.63894 1.88524
Br -1.87640 2.43165 0.99610
C -0.45992 3.56138 3.79614
C -1.62097 4.45914 4.24762
C 0.80658 4.01451 4.54014
C -0.81618 2.14049 4.26240
C 1.39095 2.75789 1.29818
C 1.56933 1.43954 2.06998
C 1.32425 2.38470 -0.19345
C 2.64218 3.62330 1.51509
H -0.16795 6.46230 -0.68979
H -0.46614 4.73300 -0.89740
H 1.12673 5.30808 -0.38762
H -1.91852 6.89188 0.75191
H -2.30597 5.93384 2.17923
H -2.49328 5.22942 0.57526
H 0.36471 7.41496 1.49304
H 1.48876 6.16115 2.01550
H 0.07838 6.55185 3.00171
H -1.41973 5.52008 4.09954
H -1.78719 4.30445 5.31996
H -2.54883 4.20515 3.73105
H 1.13115 5.01592 4.24839
H 1.64072 3.33138 4.38236
H 0.60161 4.03510 5.61685
H -1.77161 1.81580 3.85073
H -0.90408 2.14611 5.35556
H -0.07550 1.39099 3.99279
H 0.68610 0.79925 2.00595
H 1.80172 1.59723 3.12372
H 2.40846 0.88774 1.63193
H 0.48396 1.72668 -0.41543
H 2.23986 1.84628 -0.45831
H 1.25645 3.24916 -0.85003
H 2.76496 3.94038 2.55276
H 2.63803 4.51485 0.88575
H 3.52891 3.04150 1.24130
```



Q: Which value of expectation value of S² does entry 2 give?
A: 0.759



Q: Number 2 is which compound?
A: C36H48BrCoFN6O8SSi